Record 1
Below is the ion C6H8NO with charge +1 in a non-equilibrium geometry, with properties calculated with ωB97M-V/def2-TZVPD.

```
16
Properties=species:S:1:pos:R:3
C 1.071 2.095 0.040
N 0.272 1.103 -0.187
C -1.080 1.148 -0.118
C -1.793 0.036 0.059
C -1.363 -1.339 0.046
C -0.075 -1.697 -0.155
C 0.976 -0.784 0.226
O 2.262 -0.927 -0.116
H 2.176 2.013 -0.166
H 0.734 2.975 0.578
H -1.653 2.046 -0.366
H -2.871 0.017 0.237
H -2.169 -1.983 -0.103
H 0.091 -2.774 -0.381
H 0.952 -0.317 1.293
H 2.470 -1.613 -0.889
```

Computed properties:
Net charge ... +1
Multiplicity ... 1
F_max ... 0.0622 Eh/bohr
HOMO-LUMO gap ... 8.69 eV
Relative energy (zero: lowest compared OMol25 entry of this formula, charge and spin) ... 108.41 kJ/mol
SMILES ... C=[N+]=C/C=C\C=C\O

Atom charges from the natural (NBO) analysis, given in e for atoms 1 to 6:
1. C 0.0414
2. N -0.3670
3. C 0.0059
4. C -0.2153
5. C -0.0888
6. C -0.3174

***

Record 2
Below is a structure of composition C2H2FNdO in a non-equilibrium geometry, with properties calculated with ωB97M-V/def2-TZVPD.

```
7
Properties=species:S:1:pos:R:3
C 0.225 0.192 -0.030
C -1.040 -0.022 0.193
O 1.382 0.042 0.483
H -1.677 -0.189 -0.681
H 2.076 -0.179 -0.758
Nd -2.226 0.271 2.536
F 1.260 -0.117 -1.742
```

Computed properties:
Net charge ... +1
Multiplicity ... 5
F_max ... 0.1067 Eh/bohr
HOMO-LUMO gap (spin up / spin down) ... 6.15 / 6.28 eV
Relative energy (zero: lowest compared OMol25 entry of this formula, charge and spin) ... 86.05 kJ/mol
<S²> ... 6.004

Atom charges from the Mulliken analysis, given in e for atoms 1 to 6:
1. C 0.5343
2. C -0.8816
3. O -0.5949
4. H 0.3212
5. H 0.5396
6. Nd 1.6147

***

Record 3
Below is a structure of composition C18H26N3O5RhS2 in a non-equilibrium geometry, with properties calculated with ωB97M-V/def2-TZVPD.

```
55
Properties=species:S:1:pos:R:3
Rh 0.431 -0.859 0.593
C 1.079 1.804 2.401
N -0.033 0.859 2.287
C -0.182 0.061 3.515
C -1.283 1.479 1.948
C -1.807 2.497 2.727
C -3.068 3.012 2.471
C -3.847 2.437 1.475
C -3.331 1.436 0.680
C -2.000 0.998 0.833
N -1.380 0.111 -0.015
C -1.736 0.003 -1.335
C -2.440 0.990 -2.058
C -2.767 0.807 -3.384
C -2.380 -0.349 -4.048
C -1.597 -1.285 -3.388
C -1.261 -1.117 -2.056
N -0.375 -2.022 -1.387
C -1.044 -3.195 -0.807
C 0.746 -2.441 -2.237
H 0.960 2.474 3.261
H 1.142 2.397 1.489
H 1.995 1.231 2.520
H -0.359 0.705 4.386
H 0.723 -0.519 3.665
H -1.017 -0.628 3.403
H -1.230 2.883 3.557
H -3.458 3.827 3.066
H -4.860 2.782 1.317
H -3.962 0.965 -0.060
H -2.684 1.925 -1.576
H -3.313 1.579 -3.908
H -2.652 -0.503 -5.083
H -1.242 -2.152 -3.926
H -1.399 -3.866 -1.600
H -1.892 -2.883 -0.198
H -0.330 -3.725 -0.178
H 0.436 -3.175 -2.990
H 1.497 -2.891 -1.597
H 1.173 -1.567 -2.725
O 2.874 -3.236 2.571
S 2.007 -2.386 1.811
O 2.084 -2.601 0.329
O 2.336 -0.920 1.984
O 0.554 -2.529 2.153
C 3.968 2.105 -1.028
S 3.337 0.677 -0.056
C 4.237 -0.559 -1.024
O 1.915 0.608 -0.577
H 5.042 2.184 -0.869
H 3.478 3.002 -0.655
H 3.737 1.974 -2.082
H 5.307 -0.436 -0.874
H 3.967 -0.444 -2.072
H 3.903 -1.523 -0.649
```

Computed properties:
Net charge ... 0
Multiplicity ... 5
F_max ... 0.0328 Eh/bohr
HOMO-LUMO gap (spin up / spin down) ... 8.57 / 5.96 eV
Relative energy (zero: lowest compared OMol25 entry of this formula, charge and spin) ... 31.44 kJ/mol
<S²> ... 6.046

Atom charges from the natural (NBO) analysis, given in e for atoms 1 to 6:
1. Rh 1.2870
2. C -0.4258
3. N -0.4868
4. C -0.4204
5. C 0.2595
6. C -0.2464

***

Record 4
Below is a structure of composition C29H26As2F6MgN5PS3, with properties calculated with ωB97M-V/def2-TZVPD.

```
73
Properties=species:S:1:pos:R:3
Mg 0.847 -0.313 -0.364
S -1.521 1.665 -0.762
C -0.529 2.035 0.601
N 0.593 1.404 0.876
C 1.222 1.955 1.992
C 2.436 1.531 2.538
C 2.903 2.171 3.665
C 2.184 3.220 4.258
C 0.987 3.649 3.726
C 0.514 3.005 2.582
S -0.934 3.308 1.688
H 2.984 0.712 2.093
H 3.840 1.854 4.102
H 2.576 3.701 5.144
H 0.433 4.460 4.179
S 0.511 -0.022 -7.911
N -0.153 -1.073 -6.884
C 0.205 -0.688 -5.669
C -0.133 -1.378 -4.431
C -0.835 -2.583 -4.391
C -1.075 -3.172 -3.171
C -0.631 -2.530 -2.020
N 0.011 -1.369 -2.041
C 0.286 -0.807 -3.235
C 1.096 0.428 -3.225
N 1.507 0.865 -2.021
C 2.256 1.956 -1.961
C 2.632 2.676 -3.093
C 2.214 2.234 -4.326
C 1.431 1.081 -4.404
C 0.958 0.507 -5.655
N 1.163 1.014 -6.862
H -1.157 -3.040 -5.317
H -1.587 -4.121 -3.095
H -0.784 -2.971 -1.044
H 2.570 2.267 -0.972
H 3.245 3.559 -2.989
H 2.483 2.754 -5.236
C -1.334 -2.872 3.094
As -0.816 -1.102 2.457
C 0.336 -0.657 3.964
C -2.396 -0.046 2.906
C -2.586 0.465 4.187
C -3.673 1.279 4.477
C -4.589 1.593 3.486
C -4.422 1.086 2.205
C -3.335 0.268 1.915
As -3.073 -0.384 0.118
C -4.584 0.293 -0.880
C -3.566 -2.282 0.190
H -1.678 -2.803 4.126
H -0.454 -3.513 3.045
H -2.122 -3.307 2.484
H -0.081 -1.076 4.879
H 0.449 0.420 4.066
H 1.313 -1.101 3.777
H -1.877 0.239 4.971
H -3.800 1.670 5.477
H -5.434 2.231 3.706
H -5.142 1.341 1.439
H -4.534 1.376 -0.954
H -5.513 -0.013 -0.401
H -4.541 -0.144 -1.877
H -4.404 -2.378 0.881
H -2.736 -2.897 0.524
H -3.869 -2.581 -0.812
F 2.755 -0.497 0.164
P 3.000 -2.200 0.282
F 2.956 -2.022 1.862
F 4.553 -1.993 0.231
F 2.874 -2.218 -1.312
F 1.284 -2.215 0.314
F 3.026 -3.766 0.374
```

Computed properties:
Net charge ... +1
Multiplicity ... 2
F_max ... 0.0099 Eh/bohr
HOMO-LUMO gap (spin up / spin down) ... 6.93 / 6.68 eV
Relative energy (zero: lowest compared OMol25 entry of this formula, charge and spin) ... 7.73 kJ/mol
<S²> ... 0.759

Atom charges from the Mulliken analysis, given in e for atoms 1 to 6:
1. Mg 1.2534
2. S -0.3763
3. C 0.2775
4. N 0.6698
5. C -0.9346
6. C -0.4060

***

Record 5
Below is the molecule C5H6O in a non-equilibrium geometry, with properties calculated with ωB97M-V/def2-TZVPD.

```
12
Properties=species:S:1:pos:R:3
C -2.163 -0.192 -0.750
C -1.097 0.304 -0.989
O -0.008 0.822 -1.526
C 0.841 1.204 -0.503
C 0.720 0.566 0.665
C 0.698 -0.933 0.839
H -3.110 -0.637 -0.569
H 1.533 1.988 -0.803
H 0.909 1.128 1.566
H 0.091 -1.273 1.678
H 0.441 -1.519 -0.048
H 1.751 -1.159 1.076
```

Computed properties:
Net charge ... 0
Multiplicity ... 1
F_max ... 0.0324 Eh/bohr
HOMO-LUMO gap ... 9.37 eV
Relative energy (zero: lowest compared OMol25 entry of this formula, charge and spin) ... 400.84 kJ/mol
SMILES ... C#CO/C=C\C

Atom charges from the natural (NBO) analysis, given in e for atoms 1 to 6:
1. C -0.3644
2. C 0.3021
3. O -0.4721
4. C 0.1164
5. C -0.2721
6. C -0.6366

***

Record 6
Below is a cluster of 2 separate species, C4H7BrN2 in total in a non-equilibrium geometry, with properties calculated with ωB97M-V/def2-TZVPD.

```
14
Properties=species:S:1:pos:R:3
C -3.590 -1.483 0.537
C -0.743 -0.820 -0.662
C 1.346 0.925 0.506
C -0.908 0.462 0.002
N -3.114 -2.159 -0.220
N 0.064 1.187 0.497
Br -2.575 1.373 -0.148
H -0.932 -1.710 -0.170
H 0.126 -0.751 -1.369
H -1.622 -0.815 -1.395
H 2.003 1.469 1.202
H -4.283 -0.895 1.103
H 1.698 -0.090 0.337
H -0.046 1.894 1.172
```

Computed properties:
Net charge ... 0
Multiplicity ... 3
F_max ... 0.1156 Eh/bohr
HOMO-LUMO gap (spin up / spin down) ... 5.98 / 10.32 eV
Relative energy (zero: lowest compared OMol25 entry of this formula, charge and spin) ... 93.92 kJ/mol
<S²> ... 2.007

Atom charges from the natural (NBO) analysis, given in e for atoms 1 to 6:
1. C 0.0861
2. C -0.7187
3. C -0.2070
4. C 0.1537
5. N -0.3403
6. N -0.6648